The following is a quantum chemistry calculation of 2 unconnected molecules or ions with the total composition C6H11N3O2S3 at a distorted geometry, from the OMol25 dataset.

**E_tot**: -47466.3716 eV
**Energy relative to the best compared isomer or geometry (same formula, charge and spin)**: 105.4 kJ/mol
**E_LUMO**: -0.23 eV
**HOMO energy**: -8.7 eV
**Max |F|**: 0.0885 Eh/bohr
**HOMO-LUMO gap**: 8.5 eV

Structure (XYZ):
```
25
Properties=species:S:1:pos:R:3:forces:R:3:lowdin_charge:R:1
C -1.74795 -0.51526 0.40844 -2.007 2.125 0.604 -0.237
C -1.83795 0.86094 0.34165 -0.799 -1.108 0.190 -0.705
C 0.37670 -0.18241 -0.06298 -2.950 1.897 0.774 -0.410
C 1.69862 -0.64959 -1.96734 0.173 0.342 -1.686 -0.025
C 2.45546 -1.49358 0.23768 2.074 -1.943 0.686 -0.042
C 1.76324 -0.39975 -0.48301 1.361 1.657 0.463 -0.618
N -0.57371 -1.02180 0.17282 3.552 -1.569 -0.629 0.067
N -4.70435 3.84012 1.69705 0.912 2.481 -2.697 -0.572
N -3.93128 1.70385 -0.92257 -1.269 -1.463 0.103 -0.196
O -4.01843 1.09233 1.72234 -0.672 -1.805 0.196 -0.592
O 2.55056 0.75083 -0.01364 -0.334 0.488 -0.812 -0.061
S -0.33108 1.53829 -0.02186 0.893 -1.278 -0.199 1.068
S -5.07360 3.05589 2.82469 -1.230 -1.344 4.172 0.720
S -3.32853 1.81206 0.66716 1.826 1.430 -1.947 0.766
H -2.52680 -1.16598 0.72511 -0.719 -0.219 0.069 0.113
H 1.30914 0.17561 -2.57222 0.414 0.562 0.446 0.089
H 2.64664 -0.97435 -2.43354 -0.400 0.040 0.459 0.102
H 0.89561 -1.35271 -2.17957 0.307 -0.720 0.302 0.091
H 2.38084 -1.35919 1.31530 -0.233 0.016 0.007 0.091
H 3.60522 -1.57129 0.05844 -2.073 0.590 -0.194 0.132
H 2.05806 -2.47475 -0.02042 -0.166 0.000 0.025 0.089
H -4.37771 0.75482 -1.17080 0.916 2.007 0.473 0.103
H -4.53774 2.51069 -1.17305 0.439 -0.930 0.606 0.061
H 2.06195 1.60180 0.05675 0.284 -1.046 -0.370 0.052
H -4.44302 3.55113 4.11432 -0.297 -0.208 -1.040 -0.087
```
Forces are in eV/Å.

---

The following is a quantum chemistry calculation of a molecular structure, C22H42GdNP3Se at a distorted geometry, from the OMol25 dataset.

**E_tot**: -139000.1347 eV
**E_LUMO (alpha / beta)**: -9.47 / -12.66 eV
**HOMO energy (alpha / beta)**: -17.3 / -17.4 eV
**Max |F|**: 0.0649 Eh/bohr
**HOMO-LUMO gap (alpha / beta)**: 7.8 / 4.7 eV
**Spin multiplicity**: 8
**Net charge**: +3

Structure (XYZ):
```
70
Properties=species:S:1:pos:R:3:forces:R:3:lowdin_spin:R:1
Gd -0.33543 -0.02133 -0.80722 0.948 3.049 0.971 5.221
P -0.52531 1.31014 2.16075 -0.277 0.363 0.666 0.002
P -0.01059 2.72346 -1.74839 0.325 1.808 -1.208 0.098
P 2.40449 0.39884 0.45003 1.449 -0.177 0.225 0.003
H -0.69166 -4.32874 1.61150 0.147 0.223 0.230 -0.001
C 0.13252 -3.98282 2.24132 0.310 0.288 0.628 0.009
C -0.01414 -3.03919 3.19060 -0.061 -0.156 -1.143 0.010
H -0.96154 -2.49804 3.27369 0.209 -0.283 0.265 0.000
C -2.18895 1.33317 2.91898 -0.374 -0.233 -0.447 0.000
C -0.13497 3.09463 2.32748 0.175 0.013 -0.444 0.003
C 0.37969 0.64883 3.60312 0.482 -0.555 0.007 0.000
C 0.42573 2.60755 -3.52983 -0.007 -0.752 -0.010 0.016
C -1.43842 3.86213 -1.86967 -0.609 -0.459 0.454 0.019
C 1.27658 3.90916 -1.20227 0.282 -0.446 0.631 0.020
C 2.81042 -0.97555 1.59779 -0.319 -0.360 -0.004 0.000
C 3.18452 1.81231 1.33949 -0.320 0.423 -0.037 0.002
C 3.76410 0.15000 -0.77304 -0.425 -0.241 -0.485 0.030
H 1.08166 -4.52118 2.12416 -0.402 0.206 0.083 0.000
H 0.80428 -2.72624 3.84498 -0.284 -0.273 -0.175 0.000
H -2.67594 0.37193 2.71830 -0.117 0.185 0.250 0.000
H -2.78367 2.13133 2.45940 -0.004 -0.184 0.164 0.000
H -2.11201 1.50099 4.00298 -0.085 -0.009 -0.420 0.000
H -0.67974 3.64834 1.55156 0.108 0.039 0.231 0.000
H 0.94068 3.25832 2.19282 -0.254 0.086 0.069 0.000
H -0.44474 3.45903 3.31576 0.100 -0.109 -0.235 0.000
H 0.39070 -0.45018 3.57009 0.024 0.346 0.100 0.000
H -0.10221 0.96463 4.53855 0.154 0.002 -0.327 0.000
H 1.41554 1.00531 3.60756 -0.213 -0.131 0.052 0.000
H 0.14290 3.53034 -4.05146 0.122 -0.222 0.194 0.003
H -0.10702 1.76020 -3.97525 0.056 0.224 -0.211 0.006
H 1.49913 2.42627 -3.64722 -0.142 0.035 -0.007 0.000
H -1.32384 4.52359 -2.73986 0.044 -0.211 0.327 0.004
H -1.52586 4.45955 -0.95336 -0.022 -0.120 -0.209 0.000
H -2.34869 3.26235 -1.98543 0.006 0.382 -0.153 0.000
H 1.29285 4.78165 -1.87196 -0.163 -0.340 0.072 0.005
H 2.25851 3.42259 -1.22632 -0.125 0.192 -0.018 0.000
H 1.07408 4.24684 -0.17847 0.084 -0.029 -0.229 0.000
H 3.83377 -1.31158 1.39027 -0.249 0.078 0.162 0.000
H 2.12352 -1.81388 1.43931 0.176 -0.023 0.108 0.000
H 2.72854 -0.67045 2.64639 0.010 -0.029 -0.262 0.000
H 4.27630 1.70585 1.27805 -0.316 -0.058 0.047 0.001
H 2.89797 1.86553 2.39427 0.023 -0.069 -0.241 0.000
H 2.90657 2.75908 0.86446 0.149 -0.113 0.116 0.000
H 4.72004 -0.06612 -0.27937 -0.281 0.182 -0.034 0.002
H 3.85368 1.05206 -1.38886 0.126 -0.167 -0.009 0.000
H 3.50513 -0.69559 -1.43668 0.463 0.368 0.385 0.017
C 1.24118 -2.69925 -2.94063 -1.188 0.303 -0.544 0.122
C 0.72400 -3.56998 -1.93493 0.561 -1.014 -0.094 0.070
C 0.75304 -4.96674 -2.13373 -0.330 1.235 0.737 0.021
C 1.17473 -5.50902 -3.35062 -0.025 0.617 -0.361 0.145
C 1.49505 -4.65927 -4.41668 -0.047 0.680 -0.322 -0.002
C 1.44668 -3.27291 -4.23619 0.992 0.051 -0.530 0.090
Se 1.43226 -0.78683 -2.75381 -0.066 -2.307 -1.198 0.456
H -1.34944 -1.35926 -0.03036 -0.697 -1.800 1.041 0.427
H 0.34226 -3.18063 -0.99363 0.272 -0.068 0.058 0.008
H 0.43211 -5.63868 -1.33073 0.064 0.356 -0.311 -0.001
H 1.17149 -6.57352 -3.50631 0.115 -0.239 0.088 0.006
H 1.76955 -5.07760 -5.40114 -0.302 0.339 0.649 -0.002
H 1.62072 -2.59876 -5.09786 0.094 -0.547 0.670 0.002
C -5.52655 -0.15186 0.47809 0.320 0.283 -0.368 0.003
C -4.71770 -1.28552 0.55178 0.038 -0.246 0.378 0.006
C -3.35858 -1.18580 0.32798 -1.106 1.120 -0.574 0.059
N -2.80921 -0.02172 -0.19584 0.194 -1.097 1.744 0.071
C -3.56620 1.10506 -0.16291 -0.227 -0.499 -0.187 0.012
C -4.92581 1.07464 0.14096 -0.132 -0.575 0.141 0.004
H -6.58832 -0.23853 0.71147 0.262 0.199 -0.155 0.000
H -5.09623 -2.27226 0.83357 -0.098 0.509 0.081 0.000
H -2.79936 -2.07176 0.68458 0.394 0.627 -0.907 0.030
H -3.06815 2.07080 -0.33442 -0.174 -0.607 -0.279 0.001
H -5.51668 1.98426 0.10239 0.166 -0.067 0.113 0.000
```
Forces are in eV/Å.

---

Q: The highest E_tot belongs to which entry?
A: C6H11N3O2S3

---

Q: The lowest E_tot belongs to which entry?
A: C22H42GdNP3Se